{"formula": "C75H63MnN11OPS", "method": "ωB97M-V with the def2-TZVPD basis set", "species": ["Mn", "C", "N", "C", "N", "C", "C", "C", "C", "C", "C", "C", "C", "C", "C", "C", "C", "C", "C", "P", "C", "N", "C", "C", "N", "C", "C", "C", "C", "C", "C", "C", "C", "C", "C", "C", "C", "C", "C", "N", "C", "C", "N", "C", "C", "C", "C", "C", "C", "C", "C", "C", "C", "C", "C", "C", "H", "H", "H", "H", "H", "H", "H", "H", "H", "H", "H", "H", "H", "H", "H", "H", "H", "H", "H", "H", "H", "H", "H", "H", "H", "H", "H", "H", "H", "H", "H", "H", "H", "H", "H", "H", "H", "H", "H", "N", "C", "C", "C", "C", "C", "C", "C", "C", "C", "C", "C", "C", "N", "C", "C", "C", "C", "N", "H", "H", "H", "H", "H", "H", "H", "H", "H", "H", "C", "C", "C", "N", "C", "S", "N", "C", "O", "C", "C", "C", "C", "C", "C", "H", "H", "H", "H", "H", "H", "H", "H", "H", "H", "H", "H", "H", "H"], "xyz": [[-1.44621, 1.61090, 0.03462], [2.24806, 5.53641, 0.89378], [1.22903, 4.67155, 0.30237], [0.83998, 3.46437, 0.74466], [-0.08631, 2.99038, -0.06810], [-0.27172, 3.89811, -1.09261], [0.53995, 4.96933, -0.85947], [0.71518, 6.20584, -1.64019], [1.27731, 6.14058, -2.91332], [1.39712, 7.29259, -3.67595], [0.95098, 8.50834, -3.17450], [0.39310, 8.57708, -1.90470], [0.27568, 7.42875, -1.13634], [-1.21310, 3.57080, -2.16170], [-1.37098, 2.22189, -2.51149], [-2.28936, 1.84325, -3.48314], [-3.04748, 2.80824, -4.12227], [-2.87786, 4.15164, -3.79500], [-1.97623, 4.53316, -2.81514], [1.73724, 2.53965, 2.02165], [0.56530, 1.14310, 2.35195], [-0.73315, 0.97568, 2.05911], [-1.15714, -0.16590, 2.74657], [-0.05595, -0.74636, 3.33513], [0.99443, 0.12913, 3.12182], [2.28365, 0.03532, 3.79510], [0.12479, -2.11240, 3.86913], [-0.40704, -3.17186, 3.12746], [-0.23175, -4.48045, 3.54062], [0.47345, -4.75665, 4.70689], [0.99342, -3.71364, 5.45697], [0.81905, -2.39962, 5.04269], [-2.57365, -0.48752, 3.05829], [-3.62751, 0.20343, 2.46671], [-4.94776, -0.07371, 2.78507], [-5.24698, -1.02180, 3.74785], [-4.20805, -1.66116, 4.40906], [-2.89058, -1.39873, 4.07356], [2.84123, 1.68287, 0.84598], [2.44814, 1.17994, -0.30262], [3.47143, 0.38441, -0.75271], [4.51529, 0.42811, 0.15614], [4.09316, 1.25960, 1.16750], [4.98018, 1.79640, 2.19496], [5.74863, -0.35998, 0.38714], [6.95822, -0.09526, -0.24581], [8.08784, -0.83681, 0.07385], [8.02296, -1.83690, 1.03266], [6.81753, -2.11004, 1.66628], [5.68596, -1.37564, 1.34530], [3.36195, -0.32872, -2.03760], [4.31446, -1.25771, -2.45872], [4.13702, -1.95883, -3.64477], [3.02323, -1.72638, -4.43656], [2.09795, -0.76282, -4.05351], [2.26603, -0.07472, -2.86339], [2.82059, 4.97992, 1.62929], [2.91472, 5.89526, 0.11469], [1.78303, 6.39132, 1.37880], [1.61654, 5.18657, -3.30140], [1.83763, 7.23850, -4.66302], [1.03795, 9.40339, -3.77696], [0.04250, 9.52357, -1.51439], [-0.18153, 7.47749, -0.15328], [-0.66022, 1.47276, -2.14626], [-2.39087, 0.79854, -3.75356], [-3.74991, 2.52034, -4.89351], [-3.45225, 4.90831, -4.31466], [-1.87230, 5.57824, -2.55008], [2.14074, 0.06413, 4.87119], [2.78530, -0.89135, 3.52580], [2.89870, 0.88299, 3.52307], [-0.96564, -2.96114, 2.22579], [-0.65301, -5.28807, 2.95307], [0.59381, -5.77790, 5.04665], [1.52441, -3.92061, 6.37775], [1.18512, -1.60398, 5.67882], [-3.40416, 1.00634, 1.79554], [-5.74620, 0.46169, 2.28480], [-6.27482, -1.23439, 4.01271], [-4.42456, -2.36196, 5.20587], [-2.11199, -1.89841, 4.62830], [5.87183, 2.20727, 1.72847], [4.47072, 2.59239, 2.73427], [5.29066, 1.02141, 2.89370], [7.01512, 0.68966, -0.99227], [9.02170, -0.63609, -0.43669], [8.90847, -2.40997, 1.27656], [6.74957, -2.90381, 2.40125], [4.73275, -1.60144, 1.81334], [5.20743, -1.43477, -1.87316], [4.87890, -2.68786, -3.94614], [2.87902, -2.28890, -5.35105], [1.25019, -0.54680, -4.69282], [1.56055, 0.68860, -2.55995], [-11.64253, 1.60087, -1.24719], [-10.49911, 1.65345, -1.14130], [-9.06841, 1.70745, -0.99516], [-8.24325, 1.39660, -2.07274], [-6.86954, 1.42672, -1.91875], [-6.30012, 1.77290, -0.69264], [-7.13752, 2.10676, 0.37606], [-8.51259, 2.06909, 0.23072], [-4.83009, 1.76636, -0.49620], [-4.22450, 2.91284, 0.01798], [-4.82338, 4.17589, 0.25840], [-3.86023, 4.98947, 0.81787], [-2.68985, 4.22275, 0.89067], [-2.88259, 2.99781, 0.39917], [-4.12901, 0.57539, -0.76400], [-4.60959, -0.65030, -1.24517], [-3.53551, -1.53486, -1.31226], [-2.42288, -0.84713, -0.84780], [-2.77259, 0.41935, -0.51336], [-8.68360, 1.13748, -3.02593], [-6.22578, 1.21492, -2.76421], [-6.70683, 2.37460, 1.33272], [-9.16204, 2.32061, 1.05807], [-5.83804, 4.44732, 0.01375], [-3.96635, 6.01685, 1.12813], [-1.73676, 4.52047, 1.30505], [-5.63277, -0.86286, -1.51143], [-3.56417, -2.56311, -1.63593], [-1.40296, -1.20282, -0.72329], [-0.82894, -3.63473, -3.11348], [-1.12338, -4.84153, -2.22408], [-0.61689, -4.66622, -0.79284], [0.83665, -4.57320, -0.76976], [1.55247, -3.46830, -0.55568], [0.92797, -1.99636, -0.02431], [2.90163, -3.53954, -0.80877], [3.78412, -4.62277, -0.98072], [4.77567, -4.45042, -1.64724], [3.49922, -5.89485, -0.26402], [3.96215, -7.08007, -0.83193], [3.82448, -8.27816, -0.14993], [3.25136, -8.29091, 1.11460], [2.79841, -7.10975, 1.68903], [2.91445, -5.91231, 1.00175], [-1.29105, -3.75833, -4.09440], [0.24416, -3.50209, -3.26638], [-1.21391, -2.71724, -2.66818], [-0.66295, -5.73349, -2.65896], [-2.19882, -5.03137, -2.17889], [-0.92291, -5.51580, -0.17966], [-1.00791, -3.75140, -0.35591], [1.33225, -5.38302, -1.11369], [3.32062, -2.64828, -1.03438], [4.43224, -7.04390, -1.80732], [4.17920, -9.19589, -0.60009], [3.16400, -9.22426, 1.65742], [2.36371, -7.11781, 2.67974], [2.57388, -4.99144, 1.46504]], "atomic_forces_ev_per_a": [[-0.542, 0.633, 1.165], [0.053, 0.062, -0.010], [0.047, 0.212, 0.005], [0.117, -0.037, 0.225], [0.016, -0.017, -0.432], [0.061, 0.090, 0.091], [-0.050, 0.010, -0.113], [0.067, 0.031, 0.022], [0.003, -0.031, 0.019], [-0.014, -0.011, 0.002], [0.029, -0.015, -0.028], [0.001, 0.009, 0.027], [-0.021, -0.022, 0.010], [0.031, -0.179, -0.101], [0.216, 0.194, -0.049], [-0.113, -0.144, 0.037], [0.036, 0.022, -0.004], [-0.020, -0.020, -0.010], [-0.079, 0.101, 0.039], [0.013, -0.327, -0.026], [-0.011, 0.025, -0.171], [-0.104, 0.205, -0.652], [0.045, -0.102, 0.363], [-0.162, -0.016, -0.193], [0.027, 0.006, 0.185], [-0.020, -0.101, -0.039], [0.140, -0.002, 0.043], [0.088, -0.008, -0.037], [-0.010, -0.033, 0.017], [-0.032, 0.014, 0.008], [0.011, -0.024, 0.017], [-0.094, 0.057, 0.116], [-0.022, 0.027, -0.119], [0.143, -0.105, 0.134], [-0.019, 0.031, -0.046], [-0.039, 0.004, 0.061], [0.016, -0.027, 0.001], [-0.016, -0.027, -0.063], [-0.141, 0.041, -0.063], [-0.039, -0.164, 0.005], [0.130, 0.368, -0.100], [-0.185, -0.253, 0.239], [0.266, 0.204, 0.020], [-0.073, -0.082, 0.099], [0.024, 0.005, -0.018], [-0.059, 0.080, -0.054], [0.044, 0.019, -0.074], [-0.018, -0.028, -0.016], [-0.075, -0.042, 0.018], [0.035, -0.029, -0.136], [0.035, -0.007, -0.017], [0.056, 0.161, -0.062], [0.035, 0.003, -0.080], [0.034, -0.075, -0.006], [0.003, 0.045, 0.093], [-0.049, 0.040, -0.073], [-0.013, -0.048, 0.014], [0.001, -0.035, -0.058], [-0.049, -0.007, 0.005], [-0.007, 0.040, 0.006], [-0.017, 0.015, 0.019], [0.002, -0.015, 0.030], [0.012, -0.014, -0.015], [0.022, 0.006, -0.034], [0.106, 0.011, -0.032], [0.009, 0.026, 0.035], [0.010, 0.023, 0.010], [-0.013, -0.024, 0.049], [0.023, -0.031, -0.009], [-0.016, 0.035, 0.007], [0.004, -0.004, -0.085], [0.087, 0.020, -0.071], [0.054, 0.044, -0.056], [0.013, 0.030, 0.039], [0.021, 0.023, -0.045], [-0.028, 0.026, -0.028], [0.001, -0.030, -0.046], [-0.037, 0.192, -0.225], [0.040, 0.006, 0.043], [0.023, 0.000, -0.032], [0.026, 0.009, -0.043], [-0.037, -0.003, -0.009], [0.021, 0.023, -0.035], [-0.037, -0.025, 0.007], [-0.036, -0.029, -0.005], [-0.010, -0.042, 0.026], [-0.030, 0.013, 0.048], [-0.036, 0.012, -0.004], [0.048, 0.047, -0.039], [0.029, 0.007, 0.015], [-0.054, -0.083, 0.039], [-0.055, 0.012, 0.050], [0.039, 0.069, 0.003], [-0.010, -0.006, 0.045], [-0.019, -0.063, -0.007], [0.199, 0.020, 0.005], [-0.157, -0.015, -0.017], [0.029, 0.012, 0.072], [-0.033, 0.008, -0.048], [0.151, 0.069, -0.017], [-0.099, 0.063, -0.017], [0.073, -0.046, -0.019], [-0.029, 0.002, -0.064], [0.012, 0.047, 0.061], [-0.050, 0.024, -0.142], [0.051, 0.023, 0.002], [-0.050, 0.068, -0.053], [0.010, 0.057, 0.102], [0.267, -0.626, -0.143], [-0.009, 0.100, 0.085], [-0.043, -0.115, -0.047], [-0.144, -0.025, -0.020], [-0.040, 0.085, 0.101], [0.017, -0.561, -0.123], [0.011, 0.002, 0.006], [-0.041, -0.045, 0.023], [-0.015, 0.006, -0.020], [0.023, -0.023, 0.011], [0.014, -0.053, 0.055], [-0.003, -0.056, 0.017], [-0.007, -0.018, -0.080], [0.034, 0.008, 0.056], [0.042, 0.043, 0.000], [-0.045, -0.044, 0.028], [-0.008, -0.146, -0.021], [0.068, 0.142, 0.008], [0.061, -0.098, -0.137], [0.023, 0.213, -0.056], [-0.190, -0.127, -0.029], [0.032, -0.017, 0.024], [0.028, -0.187, 0.282], [-0.184, 0.144, -0.108], [0.037, -0.083, 0.081], [0.137, -0.128, 0.063], [-0.025, 0.044, -0.087], [0.005, 0.024, -0.021], [-0.022, -0.050, -0.002], [-0.005, 0.037, -0.006], [0.009, 0.045, 0.048], [0.039, 0.011, 0.034], [-0.015, 0.027, 0.027], [-0.014, 0.067, 0.003], [-0.091, -0.041, 0.014], [0.016, -0.026, -0.009], [0.017, 0.028, 0.056], [-0.026, 0.034, 0.102], [0.003, -0.018, -0.008], [0.020, 0.108, 0.006], [0.011, -0.009, 0.054], [-0.011, 0.006, 0.030], [-0.010, 0.040, -0.023], [0.003, -0.016, 0.011], [0.021, -0.031, -0.036]], "lumo_ev": [-7.0, -6.1], "s2": 6.059, "spin_multiplicity": 5, "orbital_gap_ha": [0.1834, 0.2193], "total_energy_ha": -5463.579783, "charge": 2, "homo_energy_ha": [-0.44195, -0.44191]}